ORCA calculation (wB97M-V/def2-TZVPD) on a 3-piece molecular cluster, C27H55BBr2Cl4F3IN3O3P2S overall.

Positions of all 102 atoms, in Å:
C: 2.25 -3.68 -1.51
O: 2.59 -2.41 -2.03
C: 2.31 -1.38 -1.11
C: 2.74 -0.05 -1.73
C: 2.32 0.11 -3.19
C: 2.65 1.51 -3.73
C: 1.43 2.46 -3.78
C: 1.59 3.79 -3.02
C: 0.39 4.11 -2.13
C: 0.35 3.14 -0.94
C: -0.88 3.16 -0.03
S: -1.02 4.79 0.79
N: -2.08 2.95 -0.97
C: -3.39 2.35 -0.49
C: -4.14 3.44 0.31
C: -5.54 3.13 0.85
C: -6.69 3.32 -0.14
I: -7.90 1.58 -0.42
P: -4.36 1.92 -2.06
N: -3.16 1.03 -2.92
O: -4.18 3.46 -2.70
C: -3.00 1.06 0.25
C: -4.19 0.11 0.53
C: -4.05 -1.29 -0.09
C: -3.19 -2.28 0.72
F: -2.89 -1.78 1.97
Br: -4.13 -3.95 1.02
C: -1.81 -2.57 0.09
F: -1.22 -1.36 -0.19
F: -1.01 -3.18 0.99
Br: -1.85 -3.58 -1.53
C: -2.08 1.32 1.46
P: -3.04 1.85 2.99
C: -2.34 3.36 3.75
C: -2.57 0.56 4.21
C: -0.77 1.98 0.95
B: 0.35 2.13 2.09
N: 1.21 1.01 2.45
O: 0.47 3.32 2.74
H: 2.71 -3.85 -0.53
H: 1.16 -3.80 -1.41
H: 2.63 -4.43 -2.20
H: 1.24 -1.37 -0.86
H: 2.86 -1.56 -0.17
H: 3.83 0.05 -1.66
H: 2.31 0.76 -1.12
H: 2.84 -0.65 -3.78
H: 1.25 -0.11 -3.29
H: 3.09 1.43 -4.73
H: 3.41 1.96 -3.09
H: 1.17 2.67 -4.82
H: 0.57 1.91 -3.37
H: 2.49 3.77 -2.40
H: 1.72 4.61 -3.73
H: 0.48 5.14 -1.76
H: -0.51 4.04 -2.75
H: 0.45 2.12 -1.32
H: 1.21 3.36 -0.30
H: -1.36 5.44 -0.33
H: -1.74 2.33 -1.70
H: -2.31 3.84 -1.41
H: -3.51 3.75 1.14
H: -4.21 4.32 -0.34
H: -5.69 3.84 1.67
H: -5.57 2.15 1.33
H: -6.36 3.62 -1.14
H: -7.40 4.07 0.21
H: -2.57 1.60 -3.52
H: -3.60 0.34 -3.53
H: -4.81 3.63 -3.41
H: -2.36 0.53 -0.46
H: -4.32 0.02 1.61
H: -5.13 0.53 0.16
H: -3.64 -1.22 -1.10
H: -5.05 -1.71 -0.18
H: -1.74 0.31 1.73
H: -1.34 3.27 4.17
H: -3.04 3.58 4.56
H: -2.36 4.20 3.06
H: -2.33 1.06 5.16
H: -1.69 -0.02 3.93
H: -3.41 -0.10 4.38
H: -0.35 1.18 0.32
H: 2.15 1.01 2.08
H: 0.81 0.10 2.24
H: 1.25 3.36 3.31
Cl: 4.56 -6.25 0.10
C: 5.70 -4.96 0.60
C: 5.61 -4.68 2.07
Cl: 4.05 -3.92 2.50
H: 5.47 -4.08 0.01
H: 6.70 -5.31 0.35
H: 6.40 -3.99 2.37
H: 5.70 -5.59 2.66
Cl: 8.46 -6.50 2.41
C: 7.60 -8.07 2.47
C: 8.20 -9.07 1.51
Cl: 7.94 -8.59 -0.19
H: 6.56 -7.88 2.22
H: 7.67 -8.44 3.49
H: 7.73 -10.04 1.65
H: 9.27 -9.16 1.66

Summary:
LUMO level: -0.08429 Eh
net charge: +1
HOMO level: -10.60 eV
total energy: -276019.07514 eV
energy relative to the best compared isomer or geometry (same formula, charge and spin): 0.0 kJ/mol
maximum force: 0.0150 Eh/bohr
orbital gap: 8.309 eV

These are the Mulliken partial charges, in e, on atoms 1 to 8:
1 C -0.192
2 O -0.372
3 C 0.120
4 C -0.425
5 C -0.549
6 C -1.081
7 C 0.069
8 C -1.342

ORCA calculation (wB97M-V/def2-TZVPD) on a 6-piece molecular cluster, C27H55BI2O12PS7 overall.

Positions of all 105 atoms, in Å:
C: -3.31 -1.54 -2.46
C: -3.18 -0.61 -1.25
C: -3.43 0.89 -1.43
S: -2.23 1.86 -0.36
O: -4.73 1.22 -1.13
B: -5.17 2.40 -1.97
C: -6.57 2.11 -2.81
I: -6.22 1.33 -4.82
C: -7.66 1.24 -2.21
C: -7.33 -0.23 -2.01
I: -8.29 2.12 -0.34
O: -3.98 2.66 -2.84
C: -3.27 1.47 -2.86
P: -1.61 1.72 -3.60
S: -1.47 2.82 -5.22
H: -2.68 -2.42 -2.31
H: -4.33 -1.89 -2.61
H: -2.98 -1.09 -3.40
H: -2.22 -0.78 -0.76
H: -3.94 -0.91 -0.52
H: -2.71 1.50 0.83
H: -5.40 3.39 -1.29
H: -7.00 3.08 -3.02
H: -8.56 1.33 -2.82
H: -7.93 -0.68 -1.22
H: -6.28 -0.34 -1.76
H: -7.53 -0.78 -2.94
H: -3.74 0.73 -3.52
H: -0.76 2.12 -2.57
H: -1.23 0.39 -3.82
C: 2.50 -1.31 2.52
C: 1.73 -0.02 2.78
C: 0.83 0.22 1.57
S: 0.47 -1.40 0.89
O: 1.09 -1.50 -0.42
O: -0.91 -1.75 1.04
C: 1.47 -2.33 2.05
H: 3.02 -1.67 3.41
H: 3.25 -1.15 1.74
H: 1.14 -0.11 3.68
H: 2.41 0.83 2.92
H: -0.11 0.71 1.81
H: 1.31 0.75 0.75
H: 1.88 -3.19 1.52
H: 0.82 -2.65 2.86
C: 3.50 -2.07 8.41
C: 2.13 -1.58 8.91
C: 1.64 -0.51 7.92
S: 2.39 -0.93 6.33
O: 3.29 0.12 5.93
O: 1.36 -1.40 5.43
C: 3.33 -2.33 6.92
H: 3.83 -2.97 8.93
H: 4.25 -1.29 8.57
H: 1.43 -2.41 8.93
H: 2.19 -1.17 9.92
H: 0.56 -0.50 7.79
H: 2.00 0.49 8.18
H: 4.26 -2.38 6.37
H: 2.75 -3.23 6.73
C: -5.22 4.18 -7.47
C: -5.39 5.70 -7.36
C: -6.03 6.18 -8.67
S: -7.01 4.80 -9.29
O: -6.44 4.36 -10.54
O: -8.41 5.11 -9.23
C: -6.55 3.65 -8.00
H: -4.97 3.73 -6.52
H: -4.42 3.95 -8.18
H: -6.05 5.93 -6.52
H: -4.45 6.20 -7.18
H: -6.71 7.03 -8.55
H: -5.29 6.41 -9.43
H: -6.49 2.65 -8.42
H: -7.32 3.68 -7.23
C: 3.77 0.58 -3.51
C: 4.84 1.64 -3.17
C: 4.19 2.65 -2.23
S: 2.90 1.75 -1.34
O: 1.62 2.29 -1.69
O: 3.28 1.63 0.05
C: 3.12 0.19 -2.19
H: 4.20 -0.29 -4.01
H: 3.02 1.01 -4.18
H: 5.68 1.15 -2.67
H: 5.22 2.12 -4.07
H: 4.87 3.07 -1.50
H: 3.68 3.45 -2.77
H: 2.15 -0.29 -2.27
H: 3.78 -0.42 -1.57
C: 7.67 -6.11 4.47
C: 8.51 -4.95 5.02
C: 7.57 -4.05 5.83
S: 6.26 -5.13 6.44
O: 5.01 -4.73 5.83
O: 6.35 -5.25 7.87
C: 6.84 -6.62 5.64
H: 8.30 -6.90 4.06
H: 7.01 -5.76 3.67
H: 9.29 -5.34 5.67
H: 8.99 -4.39 4.22
H: 8.04 -3.58 6.68
H: 7.09 -3.30 5.21
H: 5.97 -7.21 5.36
H: 7.44 -7.16 6.37

Summary:
LUMO level: 0.04489 Eh
net charge: -1
HOMO level: -5.09 eV
total energy: -155476.92629 eV
maximum force: 0.0084 Eh/bohr
orbital gap: 6.315 eV

These are the Mulliken partial charges, in e, on atoms 1 to 8:
1 C -1.322
2 C -0.233
3 C 1.537
4 S -0.300
5 O -0.662
6 B 1.098
7 C -0.701
8 I -0.128

ORCA calculation (wB97M-V/def2-TZVPD) on a 12-piece molecular cluster, C27H55N3O11 overall.

Positions of all 96 atoms, in Å:
C: -1.07 0.64 1.70
C: 0.03 1.29 1.09
C: 0.23 0.68 -0.13
N: -0.67 -0.34 -0.24
C: -1.48 -0.38 0.87
H: -1.54 0.96 2.61
H: 0.56 2.15 1.46
H: 0.95 0.83 -0.92
H: -0.69 -0.96 -1.04
H: -2.23 -1.14 1.00
C: -4.91 3.96 -1.00
C: -3.65 4.07 -0.37
C: -3.08 2.82 -0.35
N: -3.97 1.97 -0.96
C: -5.11 2.64 -1.31
H: -5.57 4.80 -1.15
H: -3.21 4.98 0.00
H: -2.14 2.46 0.03
H: -3.93 0.97 -0.86
H: -5.90 2.17 -1.86
C: -1.44 -4.02 -2.72
C: -1.64 -2.71 -3.26
C: -0.48 -2.02 -3.04
N: 0.43 -2.85 -2.46
C: -0.14 -4.08 -2.30
H: -2.17 -4.80 -2.67
H: -2.54 -2.29 -3.66
H: -0.27 -0.98 -3.27
H: 1.38 -2.56 -2.25
H: 0.44 -4.87 -1.85
O: -4.37 -1.08 2.69
C: -4.33 -2.27 2.79
C: -5.49 -3.25 2.89
C: -4.85 -4.45 3.58
C: -3.44 -4.36 3.01
O: -3.17 -2.95 2.89
H: -6.35 -2.76 3.35
H: -5.76 -3.50 1.86
H: -4.87 -4.39 4.66
H: -5.32 -5.37 3.23
H: -2.68 -4.78 3.67
H: -3.36 -4.84 2.03
O: 1.63 0.94 -3.21
C: 2.42 0.52 -4.00
C: 3.92 0.44 -3.90
C: 4.31 -0.56 -5.00
C: 3.17 -0.35 -5.98
O: 2.02 -0.04 -5.17
H: 4.36 1.44 -4.02
H: 4.20 0.18 -2.88
H: 5.27 -0.30 -5.43
H: 4.30 -1.57 -4.59
H: 3.34 0.45 -6.71
H: 2.89 -1.22 -6.57
C: 3.45 -1.64 -0.47
O: 3.12 -2.17 -1.75
H: 2.56 -1.19 -0.04
H: 3.78 -2.43 0.21
H: 4.24 -0.89 -0.52
H: 3.92 -2.31 -2.27
C: 3.04 3.00 -0.51
O: 3.86 2.89 0.64
H: 1.96 3.03 -0.29
H: 3.28 3.94 -1.01
H: 3.22 2.16 -1.20
H: 3.39 2.31 1.25
C: 2.86 0.31 2.63
O: 2.92 1.66 3.07
H: 1.83 -0.05 2.62
H: 3.22 0.23 1.60
H: 3.44 -0.38 3.25
H: 2.52 1.70 3.95
C: 0.39 2.10 5.37
O: 1.80 1.99 5.53
H: -0.07 2.49 6.28
H: 0.20 2.85 4.60
H: -0.05 1.14 5.10
H: 2.05 1.72 6.42
C: 0.05 -3.55 1.38
O: 0.83 -2.43 1.75
H: 0.73 -4.40 1.31
H: -0.77 -3.69 2.07
H: -0.35 -3.45 0.36
H: 0.26 -1.65 1.76
C: -2.02 1.31 -3.59
O: -2.94 0.39 -4.16
H: -1.20 1.55 -4.26
H: -2.56 2.21 -3.27
H: -1.60 0.93 -2.65
H: -3.36 -0.15 -3.49
C: 2.65 5.11 2.96
O: 4.04 5.08 2.70
H: 2.44 4.91 4.01
H: 2.15 6.04 2.67
H: 2.19 4.30 2.39
H: 4.46 5.71 3.29

Summary:
LUMO level: 0.01359 Eh
HOMO level: -7.77 eV
total energy: -55880.88043 eV
energy relative to the best compared isomer or geometry (same formula, charge and spin): 0.0 kJ/mol
maximum force: 0.0295 Eh/bohr
orbital gap: 8.140 eV
SMILES: c1cc[nH]c1.c1cc[nH]c1.c1cc[nH]c1.O=C1CCCO1.O=C1CCCO1.CO.CO.CO.CO.CO.CO.CO

These are the Mulliken partial charges, in e, on atoms 1 to 8:
1 C 0.089
2 C -0.729
3 C -0.205
4 N 2.019
5 C -2.553
6 H 0.550
7 H 0.499
8 H 0.173

ORCA calculation (wB97M-V/def2-TZVPD) on a 4-piece molecular cluster, C27H55N5O overall.

Positions of all 88 atoms, in Å:
O: -1.41 -5.82 -2.06
C: -0.60 -5.03 -2.48
C: -0.03 -3.80 -1.77
C: -0.13 -2.70 -2.89
C: 0.80 -1.60 -2.47
C: 0.36 -0.32 -2.25
C: 1.27 0.61 -1.84
N: 2.56 0.43 -1.63
C: 3.00 -0.80 -1.86
C: 2.15 -1.78 -2.27
C: 0.22 -3.57 -4.13
N: 0.02 -5.01 -3.78
H: -0.60 -3.51 -0.89
H: 1.02 -4.02 -1.57
H: -1.16 -2.37 -2.77
H: -0.68 -0.05 -2.40
H: 0.90 1.62 -1.66
H: 4.04 -1.03 -1.70
H: 2.56 -2.77 -2.44
H: 1.22 -3.48 -4.55
H: -0.61 -3.37 -4.81
H: 0.98 -5.35 -3.70
C: -0.60 -0.47 5.26
C: -0.01 -1.24 4.08
N: -0.79 -1.08 2.86
C: -0.43 -2.03 1.82
C: 0.98 -1.96 1.24
C: -1.00 0.29 2.42
C: 0.24 1.16 2.17
H: -1.65 -0.73 5.41
H: -0.05 -0.73 6.17
H: -0.51 0.61 5.13
H: 0.00 -2.30 4.34
H: 1.04 -0.94 3.95
H: -1.16 -1.94 1.01
H: -0.58 -3.03 2.23
H: 1.11 -1.09 0.59
H: 1.17 -2.84 0.63
H: 1.75 -1.93 2.01
H: -1.62 0.79 3.16
H: -1.61 0.28 1.52
H: 0.96 1.11 2.99
H: -0.07 2.21 2.08
H: 0.75 0.90 1.24
C: -0.07 4.04 10.76
C: 0.53 3.28 9.59
N: -0.23 3.43 8.37
C: 0.14 2.47 7.34
C: 1.56 2.53 6.77
C: -0.44 4.79 7.92
C: 0.79 5.67 7.68
H: -1.12 3.78 10.90
H: 0.46 3.78 11.68
H: 0.01 5.12 10.63
H: 0.54 2.22 9.86
H: 1.58 3.58 9.47
H: -0.58 2.54 6.51
H: -0.01 1.47 7.75
H: 1.69 3.39 6.11
H: 1.75 1.64 6.17
H: 2.31 2.57 7.55
H: -1.08 5.29 8.65
H: -1.05 4.77 7.01
H: 1.50 5.62 8.50
H: 0.48 6.71 7.58
H: 1.31 5.41 6.76
C: -0.54 0.03 -6.32
C: -0.26 0.02 -7.82
N: -0.55 -1.25 -8.44
C: 0.00 -1.38 -9.78
C: -0.54 -0.44 -10.87
C: -1.89 -1.77 -8.25
C: -3.07 -0.89 -8.71
H: -0.02 -0.79 -5.83
H: -0.19 0.96 -5.88
H: -1.60 -0.05 -6.10
H: 0.80 0.25 -7.96
H: -0.82 0.85 -8.28
H: -0.12 -2.41 -10.12
H: 1.08 -1.23 -9.71
H: -1.55 -0.71 -11.18
H: 0.09 -0.50 -11.75
H: -0.55 0.60 -10.55
H: -2.03 -1.98 -7.19
H: -1.97 -2.74 -8.74
H: -2.97 0.14 -8.36
H: -4.00 -1.28 -8.29
H: -3.18 -0.87 -9.79

Summary:
LUMO level: 0.01841 Eh
HOMO level: -8.11 eV
total energy: -38387.61300 eV
energy relative to the best compared isomer or geometry (same formula, charge and spin): 0.0 kJ/mol
maximum force: 0.0570 Eh/bohr
orbital gap: 8.610 eV
SMILES: O=C1C[C@@H](c2ccncc2)CN1.CCN(CC)CC.CCN(CC)CC.CCN(CC)CC

These are the Mulliken partial charges, in e, on atoms 1 to 8:
1 O -0.526
2 C 0.180
3 C -0.399
4 C 0.108
5 C 0.859
6 C -0.366
7 C -0.657
8 N -0.625

ORCA calculation (wB97M-V/def2-TZVPD) on C27H55N5O3PPdS as an isolated structure.

Positions of all 93 atoms, in Å:
Pd: -0.68 0.11 -0.55
C: -0.10 -1.41 4.91
C: 0.59 -2.03 3.66
N: -0.18 -1.74 2.47
C: -0.35 -0.29 2.34
C: -1.25 0.24 3.48
N: -1.43 -0.90 4.46
C: -2.22 -2.00 3.81
C: -1.47 -2.39 2.51
H: 0.45 -0.56 5.31
H: -0.27 -2.14 5.70
H: 0.68 -3.11 3.77
H: 1.59 -1.61 3.54
H: -0.90 -0.03 1.43
H: 0.63 0.18 2.29
H: -2.24 0.49 3.12
H: -0.82 1.08 4.03
H: -1.95 -0.56 5.26
H: -3.21 -1.59 3.60
H: -2.28 -2.81 4.54
H: -2.04 -2.06 1.65
H: -1.33 -3.47 2.47
C: 0.64 -2.26 -2.80
C: 1.66 -1.16 -3.16
C: 0.85 0.02 -3.74
C: 2.57 -1.71 -4.26
P: 2.48 -0.54 -1.52
N: 1.59 -0.31 -0.29
C: 3.85 -1.84 -1.12
C: 3.19 -3.23 -1.13
C: 5.08 -1.90 -2.03
C: 4.28 -1.61 0.33
C: 3.45 1.06 -2.01
C: 4.17 1.11 -3.36
C: 4.48 1.35 -0.91
C: 2.43 2.21 -1.94
H: -0.07 -2.38 -3.62
H: 0.09 -1.99 -1.89
H: 1.11 -3.23 -2.62
H: 0.07 -0.36 -4.40
H: 1.48 0.71 -4.31
H: 0.37 0.56 -2.92
H: 1.95 -1.94 -5.14
H: 3.06 -2.64 -3.97
H: 3.34 -1.01 -4.58
H: 2.97 -3.58 -2.14
H: 2.26 -3.21 -0.56
H: 3.87 -3.95 -0.68
H: 4.82 -2.04 -3.08
H: 5.71 -2.75 -1.73
H: 5.70 -1.01 -1.95
H: 3.39 -1.40 0.93
H: 4.97 -0.78 0.44
H: 4.78 -2.51 0.71
H: 4.92 0.33 -3.47
H: 4.68 2.08 -3.46
H: 3.48 1.03 -4.20
H: 5.33 0.68 -0.95
H: 4.01 1.28 0.07
H: 4.86 2.37 -1.04
H: 1.88 2.34 -2.87
H: 2.95 3.15 -1.73
H: 1.71 2.01 -1.14
C: -0.20 4.85 -1.04
C: -0.86 4.38 0.25
S: -1.10 2.55 0.30
O: -1.47 2.34 1.74
C: -2.66 2.60 -0.65
C: -3.86 2.98 0.20
H: -0.01 5.93 -1.01
H: -0.82 4.65 -1.91
H: 0.75 4.34 -1.19
H: -1.81 4.87 0.43
H: -0.21 4.57 1.11
H: -2.77 1.60 -1.08
H: -2.49 3.29 -1.48
H: -3.81 2.45 1.16
H: -4.78 2.69 -0.30
H: -3.90 4.05 0.41
C: -6.66 -0.07 2.81
N: -5.71 -0.25 1.74
C: -6.09 -0.27 0.43
C: -5.20 -0.45 -0.55
C: -3.78 -0.56 -0.20
O: -2.93 -0.58 -1.11
N: -3.44 -0.62 1.11
C: -4.36 -0.49 2.08
O: -4.11 -0.55 3.30
H: -7.63 0.16 2.38
H: -6.35 0.75 3.46
H: -6.74 -0.97 3.42
H: -7.15 -0.13 0.25
H: -5.49 -0.46 -1.60

Summary:
LUMO level: 0.08601 Eh
net charge: -1
HOMO level: -2.04 eV
total energy: -66085.74342 eV
energy relative to the best compared isomer or geometry (same formula, charge and spin): 0.0 kJ/mol
maximum force: 0.0571 Eh/bohr
orbital gap: 4.385 eV

These are the natural (NBO) partial charges, in e, on atoms 1 to 8:
1 Pd 0.081
2 C -0.242
3 C -0.236
4 N -0.399
5 C -0.272
6 C -0.241
7 N -0.345
8 C -0.311